Entry 1:
The following is a DFT calculation (the ωB97M-V functional and the def2-TZVPD basis) of a cluster of 2 separate species, C6H17FNO2S in total.

Calculated values
- Multiplicity: 1
- Kohn-Sham gap: 8.995 eV
- HOMO energy: -13.88 eV
- Lowest unoccupied orbital energy: -4.88 eV
- Calculated total energy: -25626.702 eV
- Net charge: +1

Last column: Löwdin charge in e.
Cartesian coordinates (Å):
N  -2.16  -2.06  1.78  0.1684
S  -3.93  -2.00  1.84  0.6076
O  -4.36  -2.76  2.92  -0.1354
O  -4.30  -2.50  0.60  -0.1530
F  -4.32  -0.54  1.98  -0.0268
H  -1.72  -2.02  2.71  0.1780
H  -1.92  -2.96  1.33  0.1779
H  -1.77  -1.31  1.18  0.1416
C  -1.12  1.36  -1.18  -0.1016
C  -0.16  0.17  -1.19  -0.2739
C  0.72  0.10  0.06  -0.2481
C  1.67  1.28  0.27  -0.2235
C  2.63  1.53  -0.88  -0.2604
C  3.59  0.37  -1.13  -0.1042
H  -0.58  2.31  -1.16  0.0752
H  -1.74  1.35  -2.08  0.0782
H  -1.78  1.33  -0.31  0.0636
H  0.46  0.20  -2.08  0.1076
H  -0.75  -0.75  -1.25  0.0928
H  1.30  -0.83  0.03  0.1017
H  0.07  0.02  0.96  0.0822
H  2.24  1.11  1.19  0.1138
H  1.08  2.19  0.45  0.1056
H  3.22  2.43  -0.65  0.1113
H  2.09  1.76  -1.80  0.1020
H  4.19  0.16  -0.24  0.0786
H  4.28  0.62  -1.94  0.0761
H  3.06  -0.54  -1.42  0.0646

=====

Entry 2:
The following is a DFT calculation (the ωB97M-V functional and the def2-TZVPD basis) of a cluster of 2 separate species, C6H17N2 in total.

Calculated values
- Multiplicity: 2
- Kohn-Sham gap (alpha / beta): 3.697 / 10.756 eV
- HOMO energy (alpha / beta): -3.04 / -10.13 eV
- Lowest unoccupied orbital energy (alpha / beta): 0.66 / 0.62 eV
- Calculated total energy: -9473.627 eV

Last column: Löwdin spin population.
Cartesian coordinates (Å):
N  -1.61  0.02  1.66  0.1794
C  -1.48  -1.30  0.94  0.1120
C  -0.05  -1.81  1.13  0.0340
N  0.07  -3.05  0.31  0.0061
H  -1.33  -0.05  2.61  0.1574
H  -0.98  0.70  1.14  0.0354
H  -2.55  0.40  1.61  0.1812
H  -2.19  -2.01  1.37  0.0403
H  -1.72  -1.14  -0.13  0.0259
H  0.68  -1.02  0.89  0.0058
H  0.13  -2.07  2.14  0.0252
H  0.16  -2.76  -0.70  0.0009
H  0.96  -3.48  0.55  0.0006
C  2.09  1.23  -2.11  0.0035
C  0.68  0.85  -1.59  0.0091
C  0.47  1.49  -0.25  0.0616
C  -0.51  2.36  0.09  0.0587
H  2.86  0.87  -1.38  0.0002
H  2.25  0.75  -3.10  0.0007
H  2.17  2.33  -2.28  0.0004
H  0.59  -0.21  -1.49  0.0020
H  -0.11  1.19  -2.29  0.0018
H  1.18  1.17  0.55  0.0100
H  -0.55  2.88  1.03  0.0324
H  -1.21  2.66  -0.69  0.0153

=====

Entry 3:
The following is a DFT calculation (the ωB97M-V functional and the def2-TZVPD basis) of a cluster of 2 separate species, C6H17N2O2PS in total.

Calculated values
- Multiplicity: 1
- Kohn-Sham gap: 9.648 eV
- HOMO energy: -9.04 eV
- Structure (SMILES): [H]/N=C(\N)CCCCC.OP(O)S
- Lowest unoccupied orbital energy: 0.61 eV
- Calculated total energy: -33697.292 eV

Last column: Löwdin charge in e.
Cartesian coordinates (Å):
H  -1.13  -0.23  -1.73  0.0431
N  -1.21  -0.04  -0.77  0.1025
C  -0.28  -0.63  -0.10  -0.6280
N  0.45  -1.64  -0.62  0.1284
C  -0.10  -0.40  1.32  -0.1678
C  0.91  0.72  1.67  -0.2017
C  1.09  1.78  0.59  -0.2091
C  1.84  1.24  -0.65  -0.2841
C  1.58  2.15  -1.84  -0.1496
H  1.25  -1.95  -0.10  0.1047
H  0.30  -2.10  -1.49  0.1076
H  -1.09  -0.03  1.62  0.1071
H  0.13  -1.39  1.89  0.1465
H  1.85  0.21  2.06  0.1283
H  0.49  1.18  2.51  0.0809
H  1.46  2.72  0.98  0.1119
H  0.05  1.97  0.25  0.1062
H  2.93  1.28  -0.54  0.1114
H  1.39  0.27  -0.97  0.0746
H  1.87  1.48  -2.80  0.1098
H  2.31  3.02  -1.98  0.0815
H  0.55  2.53  -1.86  0.0644
O  -3.81  -3.86  1.23  -0.3730
P  -2.56  -2.92  0.55  0.6442
O  -2.65  -3.28  -1.06  -0.3693
S  -3.91  -1.10  0.49  0.3955
H  -4.09  -3.57  2.06  -0.0141
H  -3.46  -2.85  -1.38  0.0256
H  -3.04  -0.35  -0.16  -0.2775

=====

| no. | largest force on an atom (eV/A) | molecular weight (g mol⁻¹) |
| --- | --- | --- |
| 1 | 3.38 | 186.3 |
| 2 | 3.36 | 117.2 |
| 3 | 3.82 | 212.3 |